Density functional theory data (the ωB97M-V functional and the def2-TZVPD basis) for a structure of composition C2H6BrNO2S.

- energy relative to the best compared isomer or geometry (same formula, charge and spin) (eV) = 3.0870
- charge = 0
- highest occupied orbital energy (spin up / spin down) (eV) = -9.25 / -9.25
- energy (Eh) = -3257.1095
- 2S+1 = 1
- Kohn-Sham gap (spin up / spin down) (eV) = 8.78 / 8.78

Last column: Löwdin charge in e.
Element x y z (Å)
C  -2.02  0.18  -0.31  -0.082
C  -0.66  -0.56  0.12  -0.319
N  2.20  -0.48  1.10  -0.613
O  0.53  1.80  -0.26  -0.307
O  1.18  -0.09  -1.63  -0.363
S  0.69  0.39  -0.38  0.622
Br  3.69  -0.52  0.08  0.611
H  -2.04  -0.03  -1.39  0.087
H  -2.95  -0.13  0.02  0.034
H  -1.99  1.24  0.11  0.098
H  -0.42  -1.52  -0.40  0.111
H  -0.47  -0.72  1.24  0.112
H  2.26  0.43  1.69  0.009